{
  "formula": "C49H112N3O19S5",
  "method": "ωB97M-V/def2-TZVPD",
  "elements": ["S", "S", "S", "S", "S", "O", "O", "O", "O", "O", "O", "O", "O", "O", "O", "O", "O", "O", "O", "O", "O", "O", "O", "O", "N", "N", "N", "C", "C", "C", "C", "C", "C", "C", "C", "C", "C", "C", "C", "C", "C", "C", "C", "C", "C", "C", "C", "C", "C", "C", "C", "C", "C", "C", "C", "C", "C", "C", "C", "C", "C", "C", "C", "C", "C", "C", "C", "C", "C", "C", "C", "C", "C", "C", "C", "C", "H", "H", "H", "H", "H", "H", "H", "H", "H", "H", "H", "H", "H", "H", "H", "H", "H", "H", "H", "H", "H", "H", "H", "H", "H", "H", "H", "H", "H", "H", "H", "H", "H", "H", "H", "H", "H", "H", "H", "H", "H", "H", "H", "H", "H", "H", "H", "H", "H", "H", "H", "H", "H", "H", "H", "H", "H", "H", "H", "H", "H", "H", "H", "H", "H", "H", "H", "H", "H", "H", "H", "H", "H", "H", "H", "H", "H", "H", "H", "H", "H", "H", "H", "H", "H", "H", "H", "H", "H", "H", "H", "H", "H", "H", "H", "H", "H", "H", "H", "H", "H", "H", "H", "H", "H", "H", "H", "H", "H", "H", "H", "H"],
  "positions_angstrom": [[19.74483, 0.22641, -18.99108], [26.44957, 14.49430, -29.53460], [26.34984, 5.46151, -23.61581], [12.43307, -0.81804, -24.26517], [14.11304, 15.33128, -21.30188], [26.18895, 13.08242, -29.07980], [5.54513, 10.27625, -25.42814], [11.74969, 4.51665, -17.33245], [7.86311, 12.48606, -33.66653], [11.97108, 0.56773, -24.73840], [27.41724, 9.54611, -16.17592], [20.52831, -1.05304, -19.34476], [22.39633, 4.65793, -31.27922], [25.19899, 4.45988, -23.91002], [15.15569, -2.24191, -32.33430], [12.20547, 6.57158, -17.96388], [5.87262, 9.28608, -27.50630], [17.16359, -2.26714, -33.55315], [8.01324, 10.89901, -35.29884], [25.93975, 11.18357, -16.82088], [16.07446, 15.75994, -31.28340], [15.25528, 14.31897, -21.24521], [16.35166, 4.56442, -37.23230], [24.60998, 4.64112, -31.63456], [15.64401, 14.61828, -33.24742], [18.80988, 9.28161, -25.56480], [17.14140, 2.59181, -38.06728], [13.33254, 6.72736, -17.10598], [27.00064, 10.64347, -16.86580], [15.42400, 15.54049, -32.29688], [23.76431, 2.79774, -30.41194], [8.17636, 9.83632, -34.37896], [19.07705, 0.78599, -20.63720], [11.11056, -2.09814, -24.18699], [17.42614, 9.29983, -26.27183], [10.29240, 5.65732, -18.78583], [16.53993, -2.50552, -32.53701], [19.80541, 8.55679, -26.45473], [14.35503, 16.38421, -22.78090], [25.95768, 6.00859, -33.16085], [17.22873, 3.69503, -37.23363], [4.59443, 8.75790, -27.60058], [18.23508, 1.63739, -38.25536], [14.65093, 14.40755, -34.29539], [27.31241, 9.10629, -13.90125], [16.79997, 13.70188, -33.27219], [27.46204, 4.91652, -22.18269], [7.30487, 13.03401, -35.98274], [20.18056, 10.72342, -24.14067], [11.54405, 5.50015, -17.97010], [16.87915, 7.84600, -26.49417], [19.57032, 9.61414, -23.30218], [28.15482, 14.54403, -30.22408], [23.49107, 4.12830, -31.13159], [13.01200, -1.35342, -32.64149], [7.74679, 12.12514, -34.84131], [14.04541, 8.06257, -17.40749], [16.12141, 2.57052, -39.10938], [14.43660, -1.24133, -33.15007], [25.65921, 14.58191, -31.22566], [27.61268, 5.22330, -24.84885], [8.66279, 8.50218, -34.97998], [26.67173, 8.83690, -15.25099], [18.78522, 8.72065, -24.12973], [7.58663, 10.56627, -26.46801], [15.69598, 7.86386, -27.43189], [14.52762, 16.62461, -20.04344], [20.98247, 1.54140, -18.82598], [28.00163, 11.14839, -17.89251], [24.58649, 5.65881, -32.60078], [19.26636, 10.74150, -25.32645], [6.23973, 10.00550, -26.47703], [4.56248, 7.40592, -26.85336], [15.38939, 6.54308, -28.08443], [17.14921, -3.49583, -31.48054], [13.52339, -1.58173, -25.54884], [20.79026, 8.91953, -26.16046], [28.50399, 13.59707, -30.63574], [14.90287, 8.26538, -26.80114], [25.70593, 15.58596, -31.64731], [9.72606, 8.47506, -35.21835], [27.36531, 5.72768, -25.78293], [28.79430, 14.66562, -29.34979], [9.51398, 4.91545, -18.60749], [7.24308, 9.54395, -33.89770], [3.71364, 6.78357, -27.13663], [24.10501, 6.57159, -32.24990], [7.59405, 11.63180, -26.69759], [14.45177, -1.47996, -34.21352], [26.99974, 8.32003, -13.21413], [13.92142, 16.30630, -19.19533], [28.12470, 4.10179, -22.47457], [28.29042, 15.39519, -30.89133], [12.84782, -0.89478, -31.66640], [13.27929, 8.82019, -17.57237], [18.37713, 0.04334, -21.02019], [17.55701, 14.20380, -32.66963], [26.55528, 6.74661, -32.62579], [19.00021, 1.69470, -37.48116], [23.82381, 2.88671, -29.32721], [12.99757, 6.88910, -16.08141], [14.38151, 6.36580, -27.70912], [20.24870, 11.72146, -23.70779], [19.08166, 7.67203, -24.15472], [18.67996, 1.79732, -20.54982], [26.76376, 7.78142, -15.50708], [15.59336, 16.46713, -19.87764], [8.37671, 7.73037, -34.26545], [14.77526, 8.47691, -16.71199], [25.61440, 9.07908, -15.14364], [13.89297, 5.80325, -17.24752], [21.19321, 10.42664, -24.41374], [12.38992, -0.65686, -33.20354], [23.90819, 5.38172, -33.40776], [14.44205, 7.87844, -18.40592], [7.94748, 10.40462, -25.45225], [4.34571, 8.61612, -28.65231], [14.02407, 15.29194, -34.40938], [28.85920, 11.35479, -17.25214], [12.48835, -2.30470, -32.73620], [17.67749, 9.74598, -27.23405], [17.73057, 8.70652, -23.85475], [27.05029, 9.99014, -13.31970], [19.85021, 0.93320, -21.39129], [26.54944, 5.14721, -33.47061], [16.63573, 12.65966, -32.99849], [18.94723, 10.17325, -22.60415], [28.09780, 5.79622, -22.08256], [15.12741, 2.83203, -38.74650], [27.55990, 11.88207, -18.56681], [15.13019, 14.48879, -35.27100], [10.92552, -2.51177, -25.17833], [14.81047, -0.21856, -33.10250], [26.18606, 13.83274, -31.81666], [14.55996, 16.20600, -32.44764], [28.39507, 9.12799, -14.02557], [18.09357, 0.56964, -38.42267], [14.75209, 15.64321, -23.47470], [19.91118, 11.20969, -26.07016], [15.04152, 17.19694, -22.54362], [16.60003, 7.37677, -25.55077], [23.09516, 1.96181, -30.61582], [15.33182, 6.68938, -29.16303], [10.25104, -1.56853, -23.77610], [14.23974, -0.88640, -25.98639], [8.17205, 9.98444, -27.17994], [17.21387, 13.55650, -34.27001], [21.48899, 1.63481, -17.86535], [26.96744, 4.75020, -21.22571], [16.01136, 5.65912, -27.94342], [7.42099, 14.10003, -35.78728], [18.35951, 11.32423, -25.16478], [7.71347, 12.69902, -36.93612], [25.76408, 6.39084, -34.16310], [15.94470, 1.56072, -39.47975], [17.61416, 7.20697, -26.98357], [6.22529, 12.90779, -36.06443], [14.02226, 13.51828, -34.24989], [21.79859, 1.40522, -19.53556], [18.17898, -3.14125, -31.52471], [8.84452, 10.08086, -33.55321], [19.49512, 8.76698, -27.47827], [16.75287, 9.98365, -25.75493], [8.08889, 8.36747, -35.89682], [13.43961, 16.89127, -23.08584], [11.44231, -2.88786, -23.51291], [28.22137, 10.33984, -18.58969], [16.99354, -4.49396, -31.88995], [12.80579, -1.86573, -26.31858], [18.06084, 3.55694, -36.52602], [10.49931, 5.82518, -19.84276], [28.60311, 5.57673, -24.56208], [15.84721, 8.61503, -28.20712], [19.70389, 7.49074, -26.25145], [20.34558, 9.06168, -22.77126], [16.34242, 3.18045, -39.98530], [5.46133, 6.81424, -27.02680], [16.82283, -3.47741, -30.44072], [27.65360, 4.15892, -25.08019], [3.76235, 9.41685, -27.35252], [24.65909, 14.14863, -31.23683], [24.70685, 2.37101, -30.75490], [20.44062, 2.42744, -19.15678], [4.47803, 7.64161, -25.79250], [14.04163, -2.41117, -25.06763], [18.70391, 1.89750, -39.20439], [9.82597, 6.60032, -18.50070], [14.13553, 17.60043, -20.33002]],
  "mulliken_charge": [0.50, 0.50, 0.48, 0.48, 0.49, -0.61, -0.61, -0.56, -0.58, -0.62, -0.32, -0.61, -0.59, -0.62, -0.24, -0.27, -0.34, -0.52, -0.28, -0.53, -0.58, -0.63, -0.59, -0.26, 0.12, 0.34, 0.08, -0.22, 0.68, 0.16, -0.96, -0.23, -0.94, -0.86, -1.10, -1.03, 0.55, -0.89, -0.88, -1.12, 0.17, -0.23, -0.89, -1.02, -1.16, -0.89, -0.91, -0.98, -0.68, 0.75, -0.25, -0.63, -0.91, 0.71, -1.20, 0.73, -1.11, -0.94, -0.16, -0.93, -0.88, -1.10, -0.16, -0.52, -0.86, -0.58, -0.89, -0.83, -0.92, -0.24, -0.55, 0.70, -1.09, -1.17, -0.87, -0.86, 0.38, 0.33, 0.38, 0.34, 0.30, 0.31, 0.31, 0.31, 0.27, 0.37, 0.30, 0.25, 0.27, 0.37, 0.31, 0.32, 0.34, 0.32, 0.30, 0.30, 0.31, 0.29, 0.28, 0.24, 0.26, 0.30, 0.39, 0.38, 0.36, 0.28, 0.30, 0.35, 0.36, 0.30, 0.34, 0.30, 0.41, 0.30, 0.28, 0.28, 0.34, 0.34, 0.27, 0.31, 0.39, 0.31, 0.32, 0.33, 0.33, 0.29, 0.34, 0.34, 0.30, 0.30, 0.35, 0.30, 0.29, 0.29, 0.30, 0.31, 0.30, 0.32, 0.29, 0.29, 0.24, 0.33, 0.29, 0.31, 0.32, 0.30, 0.32, 0.32, 0.32, 0.39, 0.32, 0.43, 0.31, 0.36, 0.34, 0.43, 0.26, 0.31, 0.30, 0.30, 0.32, 0.29, 0.43, 0.31, 0.34, 0.32, 0.28, 0.24, 0.27, 0.25, 0.28, 0.34, 0.38, 0.36, 0.33, 0.33, 0.30, 0.31, 0.32, 0.31, 0.34, 0.31, 0.27, 0.29, 0.32, 0.38, 0.31, 0.35],
  "total_charge": 1,
  "total_energy_ha": -5518.380069,
  "e_homo_ev": -9.77,
  "gap_ev": 7.685
}